[1]
Here is a 9-piece molecular cluster, C43H111N9O16 overall from the Open Molecules 2025 dataset. Energies are from the ωB97M-V functional and the def2-TZVPD basis.

Relative energy (zero: lowest compared OMol25 entry of this formula, charge and spin) = 451.4 kJ/mol
Energy = -92546.9679 eV
SMILES string = COCCNCCOC.COCCNCCOC.COCCNCCOC.COCCNCCOC.COCCNCCOC.COCCNCCOC.COCCNCCOC.NC(N)=O.O
HOMO energy = -0.294 Ha

ORCA input file:
```
! RIJCOSX wB97M-V def2-TZVPD def2/J DEFGRID3
* xyz 0 1
C 5.30 31.90 6.39
O 6.77 31.70 6.61
C 7.56 32.97 6.54
C 8.74 32.69 7.53
N 9.77 31.81 7.00
C 10.83 31.65 8.02
C 11.52 30.27 8.21
O 10.47 29.25 8.13
C 11.07 28.02 8.53
H 4.85 32.52 7.16
H 4.80 30.94 6.52
H 5.05 32.47 5.50
H 6.97 33.81 6.89
H 8.02 33.16 5.57
H 8.43 32.45 8.54
H 9.30 33.63 7.58
H 9.47 30.87 7.21
H 10.55 31.79 9.06
H 11.63 32.39 7.99
H 12.01 30.35 9.18
H 12.31 30.08 7.48
H 10.35 27.21 8.43
H 11.50 27.87 9.52
H 11.99 27.87 7.97
C 7.87 29.17 5.33
O 6.80 28.78 4.49
C 5.82 27.84 4.97
C 5.88 26.58 4.08
N 7.04 25.76 4.24
C 6.91 24.66 3.30
C 8.21 23.85 3.55
O 9.47 24.56 3.33
C 9.52 25.22 2.06
H 8.27 30.05 4.83
H 8.62 28.39 5.44
H 7.58 29.48 6.33
H 4.82 28.26 4.88
H 5.82 27.49 6.01
H 5.72 26.97 3.08
H 5.04 25.90 4.17
H 8.00 26.08 4.27
H 6.74 25.03 2.29
H 6.10 23.99 3.59
H 8.16 22.96 2.92
H 8.12 23.62 4.61
H 9.37 24.44 1.32
H 10.48 25.59 1.69
H 8.71 25.94 2.00
C 6.21 20.84 -1.32
O 5.23 21.15 -0.31
C 5.00 22.52 0.22
C 4.26 22.54 1.58
N 5.03 21.97 2.67
C 4.15 22.08 3.85
C 4.62 20.99 4.88
O 5.93 21.50 5.35
C 6.30 20.72 6.54
H 7.18 20.70 -0.86
H 6.20 21.55 -2.15
H 6.02 19.90 -1.84
H 4.38 23.00 -0.54
H 5.84 23.19 0.41
H 3.30 22.08 1.36
H 4.07 23.58 1.80
H 5.64 21.17 2.64
H 3.12 21.81 3.64
H 4.05 23.13 4.12
H 4.84 20.03 4.41
H 3.94 20.83 5.72
H 5.77 19.77 6.62
H 5.99 21.27 7.44
H 7.35 20.63 6.81
C 12.90 20.84 8.03
O 11.79 21.03 8.87
C 10.50 21.20 8.32
C 9.48 21.32 9.57
N 9.90 22.33 10.52
C 8.96 22.36 11.69
C 9.46 23.24 12.92
O 10.47 22.62 13.64
C 10.99 23.19 14.86
H 13.84 20.54 8.50
H 13.21 21.78 7.58
H 12.70 20.02 7.34
H 10.24 20.26 7.84
H 10.44 22.02 7.60
H 9.63 20.47 10.24
H 8.48 21.55 9.20
H 10.88 22.38 10.74
H 8.73 21.34 11.98
H 8.08 22.95 11.41
H 8.60 23.39 13.56
H 9.81 24.21 12.57
H 11.84 22.55 15.10
H 10.29 23.17 15.69
H 11.34 24.21 14.70
C 0.54 29.49 0.22
O 0.34 28.71 1.45
C -0.89 29.15 2.00
C -1.25 28.07 3.03
N -0.28 28.02 4.14
C -0.46 27.13 5.22
C 0.64 27.22 6.35
O 1.90 26.59 6.07
C 2.89 26.74 7.07
H 0.62 30.56 0.39
H -0.20 29.44 -0.58
H 1.48 29.21 -0.25
H -1.68 29.17 1.25
H -0.83 30.15 2.43
H -1.43 27.06 2.69
H -2.16 28.42 3.51
H 0.58 27.90 3.63
H -0.52 26.09 4.89
H -1.41 27.42 5.68
H 0.21 26.78 7.24
H 0.68 28.26 6.68
H 3.51 27.61 6.87
H 3.53 25.87 6.93
H 2.36 26.63 8.02
C -2.96 19.85 9.83
O -2.13 20.57 9.01
C -1.90 20.18 7.64
C -1.21 21.19 6.69
N 0.01 21.77 7.39
C 0.64 22.98 6.97
C 2.17 22.96 7.41
O 2.32 22.49 8.75
C 3.69 22.56 9.29
H -2.76 18.78 9.74
H -4.01 20.01 9.58
H -2.88 20.11 10.88
H -2.93 20.01 7.35
H -1.39 19.22 7.63
H -1.85 22.06 6.49
H -0.95 20.77 5.72
H 0.05 21.48 8.36
H 0.11 23.81 7.44
H 0.43 23.10 5.91
H 2.63 23.95 7.31
H 2.69 22.18 6.86
H 3.87 22.07 10.24
H 3.85 23.61 9.55
H 4.42 22.23 8.56
C 12.80 28.75 0.07
O 13.33 28.62 1.31
C 12.71 29.40 2.41
C 13.19 28.81 3.74
N 12.70 27.46 3.99
C 11.31 27.32 4.38
C 11.09 26.01 5.13
O 11.87 25.93 6.30
C 11.62 24.73 6.96
H 13.06 27.93 -0.59
H 13.12 29.69 -0.38
H 11.72 28.90 0.09
H 11.64 29.20 2.33
H 12.92 30.45 2.21
H 12.97 29.52 4.54
H 14.27 28.73 3.57
H 13.27 26.86 4.56
H 10.60 27.41 3.56
H 10.99 28.07 5.11
H 11.36 25.13 4.54
H 10.02 26.09 5.31
H 10.62 24.58 7.37
H 12.33 24.67 7.79
H 11.89 23.89 6.32
N 5.82 24.39 7.03
C 6.84 24.71 7.85
N 7.62 25.45 7.13
O 6.98 24.42 9.06
H 5.10 23.72 7.26
H 5.92 24.57 6.04
H 7.49 25.43 6.13
H 8.44 25.85 7.56
O 9.58 25.10 9.89
H 10.03 24.27 10.04
H 8.73 24.84 9.53
*
```

[2]
Here is a 11-piece molecular cluster, C43H112N4O14 overall from the Open Molecules 2025 dataset. Energies are from the ωB97M-V functional and the def2-TZVPD basis.

Relative energy (zero: lowest compared OMol25 entry of this formula, charge and spin) = 267.8 kJ/mol
Energy = -81023.4035 eV
SMILES string = COC[C@H](C)N.COCCNCCOC.COCCNCCOC.COCCNCCOC.CC(C)O.CC(C)O.CC(C)O.CC(C)O.CC(C)O.CC(C)O.CC(C)O
HOMO energy = -0.313 Ha

ORCA input file:
```
! RIJCOSX wB97M-V def2-TZVPD def2/J DEFGRID3
* xyz 0 1
C 8.47 0.62 -1.27
O 9.03 -0.26 -2.32
C 8.07 -1.18 -2.80
C 8.60 -2.16 -3.83
C 8.98 -1.47 -5.14
N 7.68 -3.28 -4.03
H 7.71 1.26 -1.72
H 9.18 1.40 -0.99
H 7.95 0.09 -0.47
H 7.76 -1.83 -1.97
H 7.10 -0.76 -3.07
H 9.55 -2.48 -3.42
H 9.23 -2.21 -5.90
H 9.80 -0.78 -4.97
H 8.14 -0.87 -5.50
H 7.73 -3.75 -3.13
H 8.06 -3.93 -4.70
C -8.93 5.58 2.52
O -8.05 6.71 2.23
C -8.00 7.03 0.87
C -7.18 8.36 0.57
N -5.71 8.16 0.64
C -5.28 7.65 1.95
C -3.74 7.49 1.79
O -3.31 6.75 2.94
C -1.88 6.72 3.18
H -9.97 5.73 2.22
H -8.97 5.37 3.59
H -8.68 4.64 2.03
H -9.01 7.14 0.48
H -7.61 6.21 0.27
H -7.47 9.23 1.15
H -7.45 8.72 -0.42
H -5.32 9.09 0.55
H -5.81 6.79 2.36
H -5.41 8.44 2.70
H -3.29 8.48 1.82
H -3.39 6.90 0.94
H -1.50 7.56 3.76
H -1.36 6.57 2.23
H -1.64 5.84 3.79
C -4.63 1.73 5.68
O -4.29 0.87 6.80
C -3.26 1.44 7.66
C -3.02 0.55 8.91
N -2.37 -0.67 8.58
C -2.24 -1.68 9.67
C -1.55 -1.10 10.92
O -0.36 -0.42 10.49
C 0.28 0.46 11.42
H -5.17 2.60 6.02
H -5.20 1.15 4.95
H -3.70 1.98 5.17
H -3.61 2.43 7.97
H -2.37 1.72 7.10
H -3.95 0.28 9.41
H -2.29 1.11 9.49
H -2.89 -1.12 7.84
H -1.76 -2.57 9.25
H -3.21 -1.94 10.09
H -1.22 -1.91 11.57
H -2.19 -0.51 11.58
H 0.25 -0.03 12.40
H -0.30 1.38 11.45
H 1.29 0.63 11.07
C -1.24 -2.20 -7.23
O -0.59 -2.72 -8.36
C 0.28 -1.78 -8.96
C 0.79 -2.34 -10.29
N 1.72 -1.49 -11.01
C 3.02 -1.38 -10.28
C 3.89 -2.65 -10.26
O 4.36 -2.83 -11.62
C 5.10 -3.95 -11.87
H -0.57 -1.75 -6.50
H -1.75 -2.96 -6.63
H -1.94 -1.39 -7.41
H 1.14 -1.63 -8.31
H -0.17 -0.80 -9.17
H -0.06 -2.36 -10.98
H 1.13 -3.38 -10.19
H 1.91 -1.82 -11.94
H 2.92 -1.08 -9.23
H 3.64 -0.60 -10.72
H 3.35 -3.56 -10.00
H 4.72 -2.60 -9.56
H 4.62 -4.91 -11.67
H 6.01 -3.80 -11.29
H 5.40 -3.98 -12.91
C 2.05 -1.00 0.50
C 0.68 -0.60 0.03
C -0.06 0.37 1.00
O 0.75 0.07 -1.19
H 2.61 -1.48 -0.31
H 1.98 -1.73 1.31
H 2.56 -0.10 0.83
H 0.07 -1.48 -0.16
H -0.47 -0.12 1.89
H -0.88 0.68 0.34
H 0.45 1.31 1.20
H 1.01 -0.58 -1.85
C -5.88 4.20 -5.74
C -5.86 4.59 -4.26
C -4.48 4.27 -3.57
O -6.05 6.02 -4.15
H -4.95 4.55 -6.19
H -6.75 4.43 -6.35
H -5.85 3.11 -5.73
H -6.69 4.04 -3.82
H -3.59 4.67 -4.07
H -4.34 3.19 -3.55
H -4.57 4.47 -2.51
H -5.79 6.32 -3.28
C 4.99 -1.55 6.05
C 4.01 -0.95 7.08
C 3.20 0.26 6.51
O 3.05 -1.89 7.48
H 5.37 -0.77 5.39
H 4.42 -2.15 5.33
H 5.81 -2.16 6.42
H 4.53 -0.68 8.00
H 2.58 0.06 5.64
H 3.85 1.12 6.34
H 2.47 0.48 7.29
H 2.35 -1.44 7.96
C 3.90 6.24 -3.64
C 3.16 4.93 -3.59
C 3.63 3.82 -4.55
O 3.30 4.34 -2.27
H 3.74 6.72 -2.68
H 3.66 6.95 -4.43
H 4.97 6.08 -3.80
H 2.10 5.16 -3.61
H 4.65 3.46 -4.42
H 3.51 4.07 -5.61
H 3.04 2.91 -4.48
H 2.72 3.58 -2.31
C 0.96 -6.21 4.38
C 0.82 -7.24 5.52
C 1.11 -8.68 5.19
O 1.72 -6.83 6.56
H 0.30 -6.41 3.53
H 2.00 -6.21 4.05
H 0.77 -5.20 4.75
H -0.22 -7.13 5.81
H 2.17 -8.84 5.00
H 0.51 -9.24 4.47
H 0.90 -9.19 6.13
H 1.74 -5.88 6.64
C 2.18 -5.66 -5.38
C 2.02 -4.82 -4.16
C 2.43 -5.66 -3.00
O 2.89 -3.67 -4.25
H 3.22 -5.98 -5.51
H 1.91 -5.03 -6.23
H 1.62 -6.59 -5.36
H 0.99 -4.53 -3.97
H 3.48 -5.95 -3.05
H 1.75 -6.48 -2.79
H 2.20 -5.14 -2.07
H 3.80 -3.96 -4.21
C -7.13 -3.93 3.24
C -5.63 -4.04 3.30
C -4.86 -3.75 2.00
O -5.16 -3.23 4.38
H -7.52 -2.96 2.94
H -7.51 -4.17 4.23
H -7.56 -4.68 2.58
H -5.47 -5.06 3.63
H -3.79 -3.93 2.09
H -5.08 -2.73 1.68
H -5.16 -4.47 1.23
H -5.36 -2.32 4.17
*
```